Entry 1:
Entry from the OMol25 dataset: C75H63Br9N12O24 as an isolated structure (wB97M-V/def2-TZVPD).

- Multiplicity: 1
- Strongest force on any atom: 2.2 eV/Å
- Net charge: 0
- Frontier orbital gap: 0.312 hartree

Each line ends with the Mulliken charge.
Geometry (Å):
C  -2.509  2.761  -4.052  1.057
Br  -3.118  0.901  -4.335  0.079
Br  -3.276  3.573  -2.475  0.096
Br  -2.764  3.872  -5.648  -0.020
H  -1.441  2.691  -3.881  -1.148
C  -0.804  -3.541  -5.754  -0.078
Br  -1.230  -1.824  -4.902  0.209
Br  1.004  -3.639  -6.530  -0.080
Br  -2.139  -3.991  -7.097  -0.045
H  -0.780  -4.218  -4.911  0.048
C  -5.566  -3.070  -4.007  0.100
Br  -7.476  -3.580  -4.228  -0.081
Br  -5.495  -1.741  -2.580  0.147
Br  -4.804  -2.397  -5.668  -0.098
H  -5.051  -3.996  -3.782  -0.050
C  3.864  -6.163  3.263  -0.516
C  4.230  -4.868  3.567  -0.597
C  3.275  -3.906  3.423  -0.190
C  1.985  -4.226  3.015  0.176
C  1.590  -5.550  2.819  -0.360
C  2.576  -6.550  2.969  -0.944
N  0.917  -3.216  3.019  0.968
O  1.220  -2.059  3.261  -0.299
O  -0.198  -3.524  2.632  -0.478
H  4.605  -6.940  3.422  0.391
H  5.239  -4.659  3.891  0.480
H  3.533  -2.961  3.888  0.243
H  0.592  -5.767  2.466  0.769
H  2.409  -7.583  2.700  0.457
C  0.732  -6.750  -0.454  -0.664
C  0.531  -5.361  -0.477  -0.424
C  -0.578  -4.831  -1.092  0.436
C  -1.521  -5.695  -1.657  -0.670
C  -1.333  -7.074  -1.570  -0.658
C  -0.192  -7.612  -1.006  -1.037
N  -2.681  -5.220  -2.438  1.176
O  -2.887  -4.025  -2.445  -0.021
O  -3.296  -6.037  -3.081  -0.678
H  1.546  -7.178  0.118  0.493
H  1.194  -4.657  0.008  0.745
H  -0.812  -3.780  -0.972  0.472
H  -2.083  -7.736  -1.982  0.635
H  0.027  -8.669  -0.968  0.445
C  0.247  5.747  -2.319  0.110
C  1.199  5.432  -3.311  -0.423
C  1.855  6.442  -4.007  0.194
C  1.481  7.777  -3.793  -0.225
C  0.443  8.069  -2.933  -0.707
C  -0.140  7.065  -2.146  -0.614
N  2.283  8.842  -4.402  1.019
O  2.225  9.963  -3.945  -0.598
O  2.846  8.585  -5.454  -0.583
H  -0.346  5.002  -1.809  0.279
H  1.437  4.383  -3.424  0.274
H  2.748  6.178  -4.556  0.733
H  0.206  9.113  -2.772  0.444
H  -0.872  7.219  -1.364  0.434
C  -2.267  5.103  0.658  -0.382
C  -2.014  6.308  1.329  -0.983
C  -0.717  6.596  1.721  -0.668
C  0.306  5.664  1.473  -0.247
C  0.051  4.448  0.872  1.510
C  -1.271  4.172  0.515  0.134
N  1.682  5.988  1.865  1.038
O  2.562  5.160  1.729  -0.475
O  1.904  7.131  2.211  -0.663
H  -3.259  4.738  0.419  0.299
H  -2.879  6.947  1.442  0.446
H  -0.455  7.550  2.155  0.527
H  0.815  3.690  0.765  -0.285
H  -1.532  3.167  0.206  -0.108
C  4.386  -0.451  -2.610  -0.384
C  3.200  -1.117  -2.922  -0.578
C  2.222  -0.453  -3.670  0.084
C  2.425  0.874  -4.022  -0.425
C  3.630  1.503  -3.760  -0.787
C  4.600  0.851  -3.023  -0.390
N  1.359  1.657  -4.662  1.218
O  0.311  1.121  -4.966  -0.592
O  1.573  2.841  -4.895  -0.697
H  5.141  -0.906  -1.983  0.417
H  3.013  -2.115  -2.555  0.622
H  1.276  -0.886  -3.969  0.303
H  3.716  2.558  -3.983  0.524
H  5.469  1.439  -2.760  0.644
C  4.499  5.196  -2.553  -0.365
C  3.759  4.384  -1.702  -0.197
C  4.391  3.557  -0.779  1.445
C  5.772  3.446  -0.765  -0.433
C  6.501  4.198  -1.684  -0.615
C  5.883  5.112  -2.526  -0.890
N  6.395  2.448  0.093  1.176
O  6.072  2.401  1.250  -0.533
O  7.297  1.800  -0.425  -0.629
H  4.075  5.914  -3.242  0.104
H  2.686  4.482  -1.800  -0.152
H  3.709  2.894  -0.258  0.100
H  7.574  4.056  -1.671  0.476
H  6.479  5.680  -3.226  0.423
C  4.715  2.128  4.143  -0.575
C  3.927  2.941  3.331  -0.370
C  2.554  2.737  3.285  0.182
C  1.930  1.767  4.057  -0.258
C  2.727  0.916  4.800  -0.240
C  4.097  1.075  4.832  -0.387
N  0.473  1.626  4.112  0.979
O  0.022  0.786  4.861  -0.617
O  -0.188  2.288  3.332  -0.536
H  5.776  2.306  4.247  0.281
H  4.324  3.762  2.754  0.472
H  1.955  3.429  2.705  0.012
H  2.229  0.081  5.274  0.471
H  4.701  0.286  5.258  0.361
C  3.220  -1.964  0.425  -0.348
C  3.320  -0.816  1.213  1.397
C  4.578  -0.495  1.746  0.202
C  5.676  -1.283  1.536  -0.182
C  5.577  -2.437  0.751  -0.985
C  4.347  -2.733  0.184  -0.569
N  6.945  -1.079  2.241  1.062
O  7.910  -1.726  1.882  -0.664
O  6.905  -0.328  3.200  -0.588
H  2.230  -2.290  0.129  0.160
H  2.421  -0.278  1.471  -0.543
H  4.751  0.312  2.446  -0.059
H  6.430  -3.081  0.605  0.555
H  4.153  -3.612  -0.421  0.497
C  -2.102  -1.170  -0.347  0.473
C  -1.209  -0.892  0.687  -0.089
C  -0.213  0.056  0.473  0.212
C  -0.134  0.669  -0.772  -0.298
C  -0.949  0.324  -1.839  0.635
C  -1.941  -0.598  -1.601  -0.172
N  0.898  1.687  -1.002  0.316
O  1.837  1.701  -0.216  -0.198
O  0.762  2.467  -1.916  0.129
H  -2.862  -1.931  -0.212  -0.557
H  -1.435  -1.212  1.695  -0.209
H  0.381  0.310  1.339  -0.019
H  -0.881  0.886  -2.758  -0.318
H  -2.631  -0.927  -2.363  -0.248
C  -6.798  -7.568  -1.814  -0.399
C  -5.474  -7.855  -1.438  -0.608
C  -4.756  -6.881  -0.776  -0.181
C  -5.314  -5.615  -0.617  -0.313
C  -6.602  -5.346  -1.013  -0.387
C  -7.409  -6.359  -1.532  -0.809
N  -4.489  -4.512  -0.054  1.314
O  -3.389  -4.851  0.342  -0.614
O  -5.015  -3.438  0.124  -0.556
H  -7.421  -8.301  -2.314  0.380
H  -5.075  -8.827  -1.686  0.418
H  -3.777  -7.140  -0.398  0.715
H  -7.021  -4.348  -1.003  0.612
H  -8.403  -6.138  -1.891  0.440
C  -3.243  -2.185  3.420  -0.629
C  -4.544  -1.742  3.330  -0.264
C  -5.097  -0.859  4.244  -0.418
C  -4.354  -0.463  5.332  -0.399
C  -3.070  -0.965  5.511  -0.469
C  -2.514  -1.796  4.577  -0.075
N  -4.963  0.300  6.421  1.070
O  -6.121  0.649  6.366  -0.629
O  -4.241  0.581  7.364  -0.621
H  -2.807  -2.831  2.671  0.608
H  -5.203  -2.095  2.547  0.480
H  -6.159  -0.654  4.242  0.515
H  -2.451  -0.799  6.380  0.471
H  -1.514  -2.135  4.811  0.328
C  -3.455  2.034  3.148  -1.085
C  -4.633  2.738  3.177  -0.929
C  -5.559  2.692  2.123  -0.950
C  -5.207  1.994  0.981  -0.819
C  -3.965  1.351  0.855  0.436
C  -3.152  1.378  1.957  1.939
N  -6.098  1.994  -0.166  1.130
O  -5.919  1.131  -0.993  -0.602
O  -7.031  2.771  -0.178  -0.662
H  -2.714  1.847  3.904  0.511
H  -4.886  3.288  4.075  0.535
H  -6.486  3.242  2.174  0.571
H  -3.726  0.887  -0.091  0.677
H  -2.156  0.976  1.799  -0.938

Entry 2:
Entry from the OMol25 dataset: a 10-piece molecular cluster, C75H93N3O6P overall (wB97M-V/def2-TZVPD).

- Multiplicity: 1
- Strongest force on any atom: 2.4 eV/Å
- Net charge: +1
- Frontier orbital gap: 0.221 hartree

Each line ends with the Mulliken charge.
Geometry (Å):
C  5.236  -4.588  -2.281  -1.323
C  4.841  -3.660  -1.100  -0.295
P  4.086  -2.067  -1.686  0.304
C  2.822  -2.575  -2.971  -1.028
C  3.027  -1.334  -0.341  0.026
C  2.513  -2.140  0.652  -0.087
N  1.754  -1.635  1.629  0.334
C  1.280  -2.552  2.686  -0.706
C  2.481  -3.242  3.416  0.089
O  2.498  -4.636  3.111  -0.596
C  2.330  -3.105  4.957  -0.995
N  2.434  -1.673  5.324  -0.486
C  1.440  -0.337  1.645  -0.532
C  1.907  0.539  0.700  0.669
C  1.539  2.012  0.739  -1.011
C  1.091  2.537  2.140  -0.692
C  2.328  3.051  2.934  -0.518
C  2.990  1.887  3.692  -0.695
O  2.019  1.371  4.615  -0.424
C  2.748  0.033  -0.319  0.001
C  3.318  0.989  -1.348  -0.118
O  4.051  1.863  -0.943  -0.520
O  3.042  0.833  -2.679  -0.222
O  4.236  0.889  -3.427  -0.028
C  4.357  2.179  -4.051  -0.456
C  5.309  2.159  -5.262  -0.734
N  6.025  3.455  -5.270  -0.085
C  7.484  3.263  -5.347  -1.089
C  8.286  4.540  -5.659  0.614
C  7.894  5.235  -6.991  -1.508
O  9.654  4.107  -5.789  -0.492
H  5.890  -4.069  -2.995  0.342
H  4.378  -5.064  -2.761  0.364
H  5.842  -5.399  -1.851  0.406
H  4.202  -4.241  -0.409  0.185
H  5.769  -3.467  -0.540  0.397
H  2.920  -1.986  -3.887  0.285
H  1.811  -2.374  -2.580  0.340
H  2.853  -3.649  -3.183  0.410
H  2.718  -3.209  0.665  0.507
H  0.683  -3.367  2.263  0.393
H  0.732  -1.974  3.438  0.235
H  3.442  -2.781  3.124  0.562
H  3.253  -4.844  2.549  0.342
H  3.124  -3.661  5.468  0.347
H  1.346  -3.530  5.200  0.417
H  3.039  -1.258  4.617  0.212
H  1.543  -1.195  5.218  0.220
H  0.810  -0.022  2.473  0.387
H  2.312  2.675  0.346  0.478
H  0.665  2.139  0.071  0.430
H  0.432  3.394  1.930  0.393
H  0.486  1.821  2.703  0.338
H  3.042  3.495  2.225  0.383
H  1.960  3.821  3.625  0.270
H  3.336  1.080  3.024  0.155
H  3.876  2.290  4.207  0.566
H  2.483  1.090  5.412  0.301
H  3.385  2.644  -4.274  0.373
H  4.824  2.850  -3.310  0.301
H  4.739  2.132  -6.202  0.275
H  6.067  1.368  -5.214  0.389
H  5.697  4.032  -6.035  0.277
H  7.700  2.548  -6.162  0.456
H  7.847  2.903  -4.373  0.236
H  8.290  5.280  -4.842  0.208
H  7.324  6.147  -6.763  0.328
H  8.806  5.574  -7.502  0.482
H  7.361  4.570  -7.683  0.309
H  10.222  4.866  -5.956  0.324
C  -2.387  -1.203  5.447  -0.660
C  -1.396  -0.581  6.195  -0.240
C  -1.284  -0.840  7.555  -0.535
C  -2.158  -1.729  8.164  -0.394
C  -3.147  -2.355  7.416  -0.486
C  -3.264  -2.089  6.058  -0.235
H  -2.477  -0.998  4.386  0.376
H  -0.710  0.111  5.717  0.538
H  -0.516  -0.349  8.139  0.387
H  -2.069  -1.935  9.223  0.378
H  -3.827  -3.050  7.892  0.408
H  -4.039  -2.573  5.476  0.459
C  5.359  9.209  -2.531  -0.361
C  6.236  9.088  -1.462  -0.423
C  6.906  7.892  -1.247  -0.523
C  6.705  6.819  -2.106  -0.397
C  5.832  6.940  -3.179  -0.026
C  5.155  8.135  -3.387  -0.614
H  4.834  10.141  -2.697  0.384
H  6.398  9.926  -0.796  0.374
H  7.585  7.795  -0.409  0.373
H  7.231  5.887  -1.939  0.406
H  5.680  6.098  -3.846  0.436
H  4.468  8.231  -4.219  0.376
C  -8.223  -3.554  3.353  -0.566
C  -7.233  -2.930  4.101  -0.439
C  -7.121  -3.190  5.460  -0.317
C  -7.994  -4.080  6.071  -0.418
C  -8.982  -4.706  5.322  -0.518
C  -9.099  -4.440  3.965  -0.318
H  -8.313  -3.348  2.294  0.459
H  -6.547  -2.240  3.623  0.392
H  -6.353  -2.698  6.045  0.461
H  -7.905  -4.285  7.131  0.361
H  -9.663  -5.401  5.798  0.419
H  -9.874  -4.924  3.383  0.483
C  11.917  1.050  -8.318  -0.028
C  11.106  2.105  -7.921  -0.557
C  10.653  3.022  -8.860  0.082
C  11.004  2.879  -10.197  -0.568
C  11.812  1.823  -10.594  -0.439
C  12.272  0.910  -9.654  -0.391
H  12.273  0.336  -7.586  0.201
H  10.826  2.214  -6.882  0.366
H  10.026  3.847  -8.550  0.175
H  10.647  3.592  -10.930  0.371
H  12.084  1.711  -11.636  0.363
H  12.907  0.089  -9.963  0.372
C  -12.392  -2.542  -0.591  -0.463
C  -11.400  -1.919  0.155  -0.503
C  -11.287  -2.179  1.515  -0.407
C  -12.160  -3.070  2.126  -0.076
C  -13.148  -3.696  1.379  -0.754
C  -13.267  -3.429  0.021  -0.294
H  -12.482  -2.337  -1.650  0.379
H  -10.716  -1.229  -0.323  0.359
H  -10.518  -1.687  2.099  0.486
H  -12.069  -3.276  3.186  0.428
H  -13.828  -4.392  1.855  0.361
H  -14.042  -3.914  -0.560  0.482
C  -14.334  -1.661  7.650  -0.415
C  -13.776  -1.245  6.449  -0.499
C  -12.634  -1.865  5.962  -0.485
C  -12.054  -2.909  6.671  0.029
C  -12.615  -3.327  7.871  -0.466
C  -13.752  -2.701  8.362  -0.376
H  -15.223  -1.175  8.031  0.362
H  -14.232  -0.436  5.892  0.382
H  -12.195  -1.536  5.028  0.446
H  -11.166  -3.396  6.289  0.286
H  -12.164  -4.142  8.424  0.371
H  -14.186  -3.024  9.300  0.366
C  14.002  -1.834  -6.241  -0.357
C  14.258  -2.463  -5.030  -0.367
C  13.753  -3.733  -4.786  -0.415
C  13.001  -4.379  -5.758  -0.311
C  12.748  -3.752  -6.971  -0.567
C  13.245  -2.478  -7.211  -0.073
H  14.394  -0.842  -6.430  0.397
H  14.851  -1.962  -4.275  0.364
H  13.948  -4.220  -3.839  0.355
H  12.611  -5.372  -5.570  0.361
H  12.162  -4.256  -7.729  0.365
H  13.044  -1.987  -8.155  0.272
C  0.420  6.615  2.407  0.043
C  -0.405  7.631  2.871  -0.589
C  -0.785  8.659  2.019  -0.389
C  -0.348  8.666  0.701  -0.406
C  0.473  7.649  0.236  -0.547
C  0.861  6.625  1.090  -0.160
H  0.720  5.815  3.072  0.181
H  -0.750  7.622  3.897  0.375
H  -1.423  9.454  2.382  0.368
H  -0.649  9.466  0.036  0.367
H  0.813  7.654  -0.792  0.395
H  1.508  5.834  0.728  0.375
C  -17.141  -4.372  0.260  -0.333
C  -16.975  -5.133  1.410  -0.343
C  -17.536  -6.400  1.492  -0.455
C  -18.255  -6.911  0.420  -0.384
C  -18.419  -6.152  -0.731  -0.372
C  -17.865  -4.881  -0.810  -0.430
H  -16.706  -3.382  0.198  0.460
H  -16.408  -4.737  2.244  0.421
H  -17.411  -6.990  2.391  0.361
H  -18.689  -7.901  0.482  0.359
H  -18.979  -6.551  -1.567  0.360
H  -17.997  -4.287  -1.706  0.359